## P
21
Properties=species:S:1:pos:R:3 method="wB97M-V/def2-TZVPD" gap_ev=10.215 homo_ev=-9.32 smiles=NCCN.O.O.O
H 1.9063 0.1362 3.0073
H -0.7875 -0.6033 1.7145
H 0.0259 0.7471 -1.3546
N -2.0514 0.5692 -1.8821
H -1.5228 -1.6138 -0.5428
H 2.7674 2.2945 0.6355
O 1.3474 0.8457 2.9809
H 1.0821 -2.4272 -0.2781
C -0.5430 -1.3996 -1.1053
H 1.1501 -0.7278 -0.2189
H -1.0837 0.7801 1.1643
H -0.1576 -2.0732 -1.9133
H -0.2494 -0.1041 -2.8474
H -2.7096 -0.1206 -1.6508
H 0.4452 0.5929 2.8411
O -1.1182 0.2592 1.9192
N 0.5764 -1.5983 -0.0708
H -2.2720 1.0431 -2.7069
O 2.1612 1.6520 0.6632
C -0.6408 -0.0090 -1.8329
H 1.6741 1.7570 1.4780


## Q
21
Properties=species:S:1:pos:R:3 method="wB97M-V/def2-TZVPD" gap_ev=10.598 homo_ev=-9.79 smiles=CNCN.O.O.O
H -2.2908 0.1091 -0.5946
H -1.6922 -1.8637 0.3410
N -1.3230 0.1708 -0.0589
H -0.4179 2.1752 -2.0025
H -0.1797 1.1066 -0.9907
H 2.2511 -0.4781 0.6240
H -2.1642 -0.3190 2.0590
H 2.6313 2.2226 0.8485
H -2.1655 1.2913 1.5308
H -0.0194 -1.4383 0.3515
H 0.0396 -0.9992 -1.9493
O 2.4739 -1.3805 0.7321
C -1.5154 0.4931 1.3560
O 0.2395 1.9107 -1.4030
N -0.8389 -1.5597 -1.5822
O 2.1179 1.4284 0.5973
H -0.5400 0.5723 1.8025
H 1.4449 1.7537 0.0055
H -0.3803 -2.4972 -1.6701
C -0.9519 -1.2702 -0.1831
H 3.2810 -1.4278 0.1863


## R
21
Properties=species:S:1:pos:R:3 method="wB97M-V/def2-TZVPD" gap_ev=9.482 homo_ev=-8.86 smiles=NCCN.O.O.O
N -0.2093 0.9433 2.4936
H 0.4545 -0.6828 1.2738
O -0.3731 -4.0539 -1.2116
H 0.3111 1.8085 2.6469
C -0.8574 0.5414 0.1477
H 0.5183 -4.2909 -1.4878
H -2.0636 -1.7873 -4.1063
H -0.6203 -1.1777 -0.9820
O -1.7696 -0.8613 -4.1605
H -1.7781 0.1588 0.5678
H 3.2549 4.0056 3.1473
H -1.0109 0.0176 -1.8733
H -0.8076 -1.0022 -4.1934
H 2.8483 4.2372 1.6836
H -0.5957 -4.7225 -0.5552
O 2.5772 3.8030 2.4976
H -0.9515 1.5790 -0.1261
H 0.1338 0.3776 3.2628
H 1.1283 0.9043 0.8401
N -0.4307 -0.1775 -1.0639
C 0.2414 0.3796 1.1989


The least stable of them is P.


## P
39
Properties=species:S:1:pos:R:3 method="wB97M-V/def2-TZVPD" gap_ev=8.760 homo_ev=-8.43
H -2.7239 2.6050 -4.2764
H -3.6026 4.8060 -4.6873
H 3.4768 -5.6617 3.4587
C 2.8427 -1.0556 1.3390
H -1.7542 3.4599 0.4725
C -1.9304 3.2741 -0.5253
H 1.6161 -3.5208 2.3155
H 0.6441 -0.5935 1.4839
C -2.5301 4.2906 -1.5178
H -2.8431 5.1349 -0.7584
C -1.8597 1.7105 -2.5136
H 2.9513 -5.2437 5.1044
H 3.3543 -1.5144 0.7256
N 1.4457 -1.1828 0.9833
H -4.4970 5.4121 -3.1444
H 2.3463 -1.2197 3.6364
H -0.7666 -2.7418 -0.7835
H -0.2863 -0.7095 -2.0498
C 0.9052 -1.8937 0.0309
H -2.8709 6.2239 -3.3201
H 1.5510 -5.4561 4.0098
C -2.8775 4.0050 -2.6752
C -2.3059 2.8915 -3.3161
C -0.4673 -1.9691 -0.3035
C 2.7418 -3.1219 2.7456
H 3.9538 -1.5276 3.2763
H -1.8253 -0.6646 -1.5136
S -0.7687 0.8351 -0.0873
C -1.5553 2.2083 -1.1042
C -3.2947 5.1207 -3.7277
H -1.1255 -1.8349 0.5879
C -0.7898 -0.4992 -1.0668
C 3.1374 -1.5057 2.8161
O 2.9141 -3.6354 3.8974
O 1.6229 -2.8441 -0.7389
H 3.5339 -3.6148 1.9341
C 2.7110 -5.0693 4.1608
H -1.5423 0.8942 -3.1310
H 3.0543 0.0113 1.4749


## Q
39
Properties=species:S:1:pos:R:3 method="wB97M-V/def2-TZVPD" gap_ev=8.694 homo_ev=-7.96 smiles="Cc1ccc(SCC(=O)O[C@@H](C)CN(C)C)cc1"
H -1.6878 -4.6962 -1.5623
H 2.1770 2.5484 -2.8736
H 3.1393 1.1183 0.5369
H -1.0800 1.3970 -2.0385
H -3.3927 -2.5575 -0.7204
H 0.7136 -3.3014 0.3956
C 0.8934 2.5263 -0.5241
H 4.2906 2.3516 0.0631
C -1.2965 -3.0075 -0.3446
C -0.4927 -2.2124 1.8081
C -2.5527 -2.4641 -0.0409
C 3.2330 2.1751 0.2975
H -1.7408 1.8092 3.5658
H 2.9578 2.7585 1.1852
H 0.4490 0.5738 -2.4958
H 3.8900 2.4467 -2.3308
O -0.8934 1.2356 0.5188
H 0.2907 -2.0721 2.5332
C -2.7713 -1.8084 1.1553
C -1.7468 -1.5986 2.0449
H -1.6811 -3.1730 -2.4434
C 0.2510 1.1389 -0.3959
C -0.2685 -2.8967 0.6005
H 0.8101 3.1515 0.3947
H -3.7644 -1.4032 1.3793
H -2.7419 1.2326 2.2024
O 0.5115 1.2321 2.3448
S -1.9964 -0.6472 3.4952
C 2.8597 2.1033 -2.1504
C -1.1975 -3.7085 -1.6255
H -0.8006 -0.3243 -1.6215
H 1.0065 0.3986 -0.0040
C -0.2999 0.6566 -1.7202
N 2.3503 2.5079 -0.7984
C -0.6240 1.2017 1.8499
H 2.8439 1.0466 -2.2655
H 0.3520 3.0804 -1.2813
C -1.8373 1.0358 2.7935
H -0.1533 -3.8554 -1.9275


The least stable of them is P.